P:
{"formula": "C4H8", "method": "ωB97M-V with the def2-TZVPD basis set", "symbols": ["H", "C", "C", "H", "H", "H", "H", "H", "H", "C", "H", "C"], "coordinates": [[-0.367, 1.584, 0.202], [0.270, 0.886, 0.739], [-0.327, -0.989, 0.307], [-3.347, 0.883, -1.253], [-2.761, 0.893, -0.786], [-0.486, -1.453, 1.278], [2.241, -1.430, -0.954], [0.263, 0.951, 1.821], [-1.189, -0.937, -0.353], [2.035, -0.463, -0.520], [2.784, 0.312, -0.538], [0.886, -0.238, 0.058]], "lowdin_charge": [0.114, 0.256, 0.254, 0.051, 0.001, 0.129, 0.103, 0.126, 0.101, 0.158, 0.102, -0.394], "charge": 1, "spin_multiplicity": 2, "lumo_energy_ev": [-5.86, -8.60], "molar_mass_g_mol": 56.108, "s_squared": 0.759, "homo_ev": [-15.806, -15.789]}

---

Q:
{"formula": "C4H8", "method": "ωB97M-V with the def2-TZVPD basis set", "symbols": ["H", "C", "C", "H", "H", "C", "H", "H", "H", "H", "C", "H"], "coordinates": [[-0.627, 1.531, -1.755], [-0.018, 0.171, -0.215], [-0.060, 1.431, -0.857], [-1.039, -1.065, -1.762], [0.100, -1.036, 1.408], [-0.073, -0.773, -1.298], [0.384, 0.893, 1.700], [-0.193, -3.675, 5.119], [-0.697, -3.134, 5.061], [0.142, 2.383, -0.379], [0.302, -0.015, 1.130], [0.791, -0.789, -1.991]], "lowdin_charge": [0.101, -0.376, 0.266, 0.116, 0.110, 0.164, 0.107, 0.004, -0.003, 0.117, 0.283, 0.112], "charge": 1, "spin_multiplicity": 2, "lumo_energy_ev": [-7.97, -7.62], "molar_mass_g_mol": 56.108, "s_squared": 0.760, "homo_ev": [-14.268, -16.597]}

---

The structure with the greatest stability is P.

---

P:
{"formula": "C43H40BrF4N4O4SSbSc", "method": "ωB97M-V with the def2-TZVPD basis set", "symbols": ["H", "C", "C", "H", "C", "C", "C", "H", "C", "F", "O", "H", "H", "H", "C", "H", "C", "C", "C", "C", "C", "H", "Sb", "H", "C", "H", "F", "H", "H", "H", "C", "H", "C", "H", "C", "C", "Br", "H", "F", "C", "C", "C", "N", "C", "O", "H", "H", "C", "C", "C", "S", "C", "H", "H", "H", "H", "N", "C", "C", "C", "C", "Sc", "H", "C", "C", "O", "H", "H", "C", "H", "H", "H", "N", "C", "H", "C", "H", "H", "C", "C", "C", "H", "H", "H", "H", "C", "C", "H", "H", "C", "N", "O", "F", "C", "H", "C", "H", "C", "H"], "coordinates": [[3.984, 1.327, 1.404], [-3.347, 3.140, -1.534], [4.687, -2.429, -3.684], [-4.607, -5.499, 0.887], [-2.434, 3.499, 1.046], [-0.296, -1.532, 3.377], [4.306, 1.000, -0.698], [4.107, 3.467, 1.179], [2.064, -2.146, 4.714], [-1.523, 1.659, -1.895], [1.233, 1.695, -2.360], [2.981, -2.384, 5.238], [-3.421, 2.596, 5.590], [-1.434, -2.144, -4.107], [3.456, 0.881, 0.555], [-5.180, 3.495, 4.106], [-3.108, 0.434, 3.004], [0.121, 2.148, 1.745], [-4.058, 3.978, -0.696], [4.821, -3.242, -2.564], [-0.936, -1.306, -4.575], [3.116, 4.828, 0.682], [-2.047, -1.212, 2.261], [5.621, -3.971, -2.517], [-4.602, 2.632, 3.799], [6.115, -1.564, -5.039], [-3.747, 2.923, -2.789], [-4.537, -4.738, 5.103], [-3.214, -2.698, 4.724], [6.382, -3.274, -4.703], [0.425, 0.703, -4.367], [2.608, 3.838, 2.040], [-3.576, 4.131, 0.589], [3.294, -0.160, 0.819], [-4.259, -4.456, 4.095], [-0.214, -0.414, -3.749], [1.639, -2.022, -0.230], [-4.952, 4.488, -1.026], [-4.240, 4.909, 1.449], [-0.336, -0.014, -6.512], [-1.686, 2.657, 0.211], [1.136, 1.665, -3.602], [2.124, 1.521, 0.431], [0.253, -2.811, 3.282], [-0.126, -0.610, -2.480], [0.852, 1.721, -6.240], [-0.469, 1.801, 2.599], [-0.998, -1.106, -5.927], [3.930, -3.128, -1.507], [1.433, -3.114, 3.946], [-1.786, -1.025, 0.008], [-3.551, -3.736, 1.498], [2.063, 1.699, 2.553], [0.317, 3.207, 1.932], [1.306, 3.374, -0.099], [1.254, 0.306, 1.873], [-0.403, 0.171, -7.970], [1.516, -0.874, 4.820], [-3.513, -3.308, 3.878], [-3.613, 2.130, 4.632], [-4.108, 0.934, 2.171], [0.226, 0.559, -0.902], [4.802, 1.969, -0.765], [2.935, -2.179, -1.640], [1.429, 1.376, 1.721], [-1.090, -0.608, -8.602], [1.854, -4.109, 3.870], [-0.242, -3.580, 2.698], [-3.162, -2.953, 2.578], [5.083, 0.233, -0.694], [3.704, 0.860, -1.590], [-4.289, 0.489, 1.198], [-0.560, 1.940, 0.484], [0.341, -0.564, 4.150], [4.005, -3.750, -0.627], [-4.650, -5.242, 3.017], [-5.235, -6.137, 3.189], [-1.550, -1.780, -6.567], [-4.854, 2.032, 2.572], [3.076, 3.804, 1.054], [5.616, -2.518, -4.862], [-3.273, -3.450, 0.489], [2.005, -0.121, 5.425], [-0.057, 0.438, 4.228], [3.484, -0.853, -4.521], [0.363, 0.883, -5.761], [-2.864, 1.029, 4.238], [2.787, 2.973, -0.908], [-5.626, 2.424, 1.922], [3.637, -1.517, -3.674], [2.770, -1.389, -2.668], [0.217, 1.102, -8.447], [-2.085, 3.684, 2.332], [-2.218, 2.518, -1.073], [5.070, -2.777, -5.770], [-4.298, -4.885, 1.724], [1.638, 2.464, -4.160], [2.296, 2.955, 0.060], [-2.111, 0.640, 4.911]], "lowdin_charge": [0.117, -0.214, -0.240, 0.111, -0.151, -0.348, -0.064, 0.074, -0.062, 0.021, -0.076, 0.112, 0.113, 0.130, -0.252, 0.117, -0.349, -0.210, 0.076, -0.006, 0.040, 0.089, 1.329, 0.125, -0.061, 0.089, 0.113, 0.111, 0.106, 0.081, -0.117, 0.074, -0.233, 0.063, -0.071, -0.314, 0.888, 0.141, 0.102, -0.135, -0.182, -0.116, -0.210, -0.133, -0.229, 0.135, 0.095, 0.038, -0.082, -0.067, 0.176, -0.126, 0.131, 0.123, 0.108, 0.085, -0.354, -0.066, -0.115, -0.067, -0.125, 0.790, 0.081, -0.669, -0.203, 0.088, 0.113, 0.106, -0.366, 0.086, 0.054, 0.097, -0.109, -0.140, 0.108, -0.067, 0.111, 0.128, -0.077, -0.056, -0.036, 0.068, 0.114, 0.083, 0.127, 0.065, -0.120, 0.101, 0.118, -0.072, 0.062, 0.080, 0.094, -0.125, 0.090, -0.068, 0.151, -0.236, 0.091], "charge": 1, "lumo_energy_ev": -3.02, "molar_mass_g_mol": 1031.496, "homo_ev": -9.989}

---

Q:
{"formula": "C43H40BrF4N4O4SSbSc", "method": "ωB97M-V with the def2-TZVPD basis set", "symbols": ["C", "H", "C", "H", "H", "C", "O", "H", "H", "H", "C", "C", "C", "H", "H", "C", "H", "C", "C", "C", "H", "C", "S", "O", "C", "H", "H", "H", "C", "C", "C", "H", "C", "C", "C", "H", "H", "N", "C", "H", "H", "H", "H", "C", "H", "H", "C", "N", "C", "H", "H", "C", "H", "F", "F", "C", "C", "H", "H", "H", "O", "H", "C", "C", "H", "N", "H", "H", "Sc", "H", "Sb", "Br", "C", "C", "O", "C", "F", "C", "C", "C", "C", "C", "C", "C", "N", "H", "C", "F", "H", "C", "H", "C", "C", "H", "C", "H", "H", "C", "H"], "coordinates": [[0.888, -2.284, 2.392], [1.356, -1.914, -4.409], [5.917, -1.123, 3.878], [-0.908, 3.905, -6.174], [-4.099, 3.241, -4.655], [3.871, -0.667, 2.708], [-0.492, 4.030, 7.006], [-2.019, 0.765, 3.906], [-7.281, 2.253, -0.305], [0.287, 4.925, 1.073], [0.183, -4.228, 3.611], [-0.123, 3.907, 1.093], [-1.490, 1.702, 3.804], [-2.039, -0.192, -3.289], [-3.300, 3.431, -6.216], [3.708, 0.511, 3.431], [2.109, -4.041, 2.698], [-0.797, -1.668, -1.293], [-0.527, 3.692, 4.737], [-1.090, -0.684, -3.506], [-3.580, 1.821, -5.556], [3.040, -4.628, -1.208], [1.516, 0.745, 0.551], [-0.256, 3.329, 0.002], [4.654, 0.865, 4.381], [5.100, -2.410, 2.374], [-2.271, -1.896, 3.533], [0.384, -5.219, 3.995], [2.467, -3.686, -0.365], [-4.973, -0.242, -0.588], [-3.767, 0.478, -0.671], [1.296, -2.941, -2.967], [-1.045, -3.624, 3.847], [-2.264, -1.403, -0.968], [-1.409, -2.028, -4.166], [1.455, -3.833, -0.007], [2.857, 1.156, 3.247], [-0.669, 2.327, -2.663], [4.341, -4.455, -1.660], [4.787, -5.193, -2.313], [6.777, -1.755, 4.051], [-2.894, -1.806, -1.763], [-0.692, -2.711, -1.620], [-5.149, 2.512, -0.475], [6.088, -3.207, -1.629], [-2.109, -2.620, -3.577], [-6.191, 0.404, -0.463], [-2.488, 0.029, -0.815], [-6.317, 1.779, -0.406], [2.736, -1.998, -3.325], [1.244, 3.900, -4.921], [3.206, -2.572, 0.026], [-1.801, -4.149, 4.417], [-4.979, -1.588, -0.605], [-7.287, -0.354, -0.390], [-1.824, 2.345, -3.348], [0.351, 3.461, -4.503], [6.495, 0.331, 5.341], [5.087, -1.528, -0.132], [2.471, -5.498, -1.509], [-1.414, 1.379, 1.482], [-2.676, 1.886, -2.864], [-1.308, -2.355, 3.353], [1.145, -0.803, -2.539], [0.302, 5.120, 3.404], [-0.296, -0.697, -2.265], [1.647, -0.799, -1.576], [4.531, 1.778, 4.949], [-0.905, 1.371, -0.473], [-0.557, -0.045, -4.215], [2.362, -1.209, 1.368], [2.010, 2.906, -2.286], [-3.312, 2.847, -5.298], [-0.850, 3.459, -5.188], [0.369, 5.551, 5.744], [-0.190, 4.161, 3.501], [-5.167, 3.847, -0.422], [1.154, -3.561, 2.880], [1.645, -1.986, -3.361], [-1.187, 2.465, 4.898], [4.509, -2.395, -0.431], [-3.947, 1.864, -0.601], [-0.481, 3.383, 2.368], [-0.341, -1.677, 2.623], [-0.201, 4.493, 5.922], [-0.547, -0.694, 2.214], [4.972, -1.488, 2.929], [-2.779, 2.608, -0.662], [-1.452, 2.145, 5.895], [-1.979, 2.893, -4.610], [-2.517, -1.961, -0.061], [5.073, -3.339, -1.276], [-1.137, 2.123, 2.498], [-1.887, -1.836, -5.128], [0.386, 2.892, -3.242], [-0.190, -1.562, -0.385], [1.444, 0.124, -3.034], [5.757, 0.050, 4.602], [-0.531, -2.642, -4.352]], "lowdin_charge": [-0.353, 0.072, -0.069, 0.129, 0.090, -0.355, 0.087, 0.117, 0.141, 0.153, -0.066, -0.129, 0.030, 0.093, 0.084, -0.126, 0.106, -0.194, -0.138, -0.228, 0.090, -0.073, 0.198, -0.137, -0.065, 0.098, 0.109, 0.112, -0.133, -0.130, -0.176, 0.066, -0.061, -0.192, -0.058, 0.100, 0.080, -0.012, -0.061, 0.113, 0.111, 0.108, 0.128, -0.219, 0.113, 0.070, -0.210, -0.080, 0.074, 0.081, 0.110, -0.359, 0.112, 0.089, 0.110, -0.095, -0.077, 0.112, 0.109, 0.114, -0.172, 0.109, -0.063, -0.261, 0.136, -0.189, 0.021, 0.112, 0.879, 0.121, 1.363, 0.851, -0.022, 0.008, 0.082, 0.067, 0.110, -0.117, -0.069, 0.037, -0.119, -0.131, -0.110, -0.123, -0.358, 0.059, -0.119, 0.009, 0.128, -0.227, 0.128, -0.065, -0.319, 0.086, -0.707, 0.072, 0.083, -0.063, 0.055], "charge": 1, "lumo_energy_ev": -3.02, "molar_mass_g_mol": 1031.496, "homo_ev": -10.114}

---

The structure with the greatest stability is Q.